Entry 1:
{"formula": "C32H49F15O14", "method": "the ωB97M-V functional and the def2-TZVPD basis", "symbols": ["C", "C", "O", "C", "O", "C", "F", "F", "F", "H", "H", "H", "H", "H", "C", "C", "O", "C", "O", "C", "F", "F", "F", "H", "H", "H", "H", "H", "C", "C", "O", "C", "O", "C", "F", "F", "F", "H", "H", "H", "H", "H", "C", "C", "O", "C", "O", "C", "F", "F", "F", "H", "H", "H", "H", "H", "C", "C", "O", "C", "O", "C", "F", "F", "F", "H", "H", "H", "H", "H", "C", "C", "C", "O", "H", "H", "H", "H", "H", "H", "C", "C", "C", "O", "H", "H", "H", "H", "H", "H", "C", "C", "C", "O", "H", "H", "H", "H", "H", "H", "C", "C", "C", "O", "H", "H", "H", "H", "H", "H"], "coordinates": [[6.493, -0.642, -5.516], [7.990, -0.375, -5.962], [8.799, -1.461, -5.487], [10.107, -1.297, -5.285], [10.700, -0.261, -5.008], [10.837, -2.642, -5.267], [11.878, -2.597, -6.130], [11.312, -2.843, -4.026], [10.028, -3.713, -5.574], [6.360, -0.692, -4.435], [6.170, -1.590, -5.945], [5.822, 0.186, -5.745], [8.139, 0.599, -5.497], [8.053, -0.282, -7.046], [9.045, 4.293, 2.862], [7.957, 3.192, 2.917], [7.984, 2.715, 4.301], [6.879, 2.392, 4.967], [5.769, 2.586, 4.527], [7.174, 1.745, 6.300], [8.440, 1.433, 6.442], [6.840, 2.426, 7.364], [6.421, 0.708, 6.436], [9.966, 4.104, 3.415], [8.620, 5.178, 3.336], [9.434, 4.572, 1.883], [8.367, 2.486, 2.195], [6.996, 3.657, 2.696], [-2.418, -2.188, -7.953], [-2.979, -1.002, -8.619], [-4.107, -1.329, -9.479], [-4.526, -0.409, -10.359], [-4.133, 0.741, -10.652], [-5.718, -0.970, -11.142], [-6.573, -0.012, -11.499], [-5.234, -1.399, -12.297], [-6.381, -1.948, -10.496], [-1.504, -2.022, -7.382], [-2.268, -2.906, -8.759], [-3.142, -2.571, -7.235], [-2.149, -0.608, -9.205], [-3.276, -0.333, -7.812], [1.914, -7.436, -3.059], [2.661, -7.523, -1.747], [2.056, -8.472, -0.886], [2.226, -9.773, -1.045], [2.811, -10.304, -1.957], [1.340, -10.678, -0.084], [0.921, -11.739, -0.813], [2.068, -11.124, 0.952], [0.262, -10.041, 0.390], [1.981, -8.422, -3.519], [2.505, -6.804, -3.722], [0.915, -7.009, -2.985], [2.787, -6.610, -1.164], [3.717, -7.770, -1.642], [-0.871, -0.281, 8.253], [-0.127, -0.797, 9.453], [-1.149, -1.118, 10.339], [-0.669, -1.661, 11.530], [0.483, -2.148, 11.774], [-1.782, -1.699, 12.601], [-1.675, -2.875, 13.263], [-1.615, -0.750, 13.488], [-3.033, -1.499, 11.943], [-1.327, 0.642, 8.613], [-1.685, -0.895, 7.867], [-0.176, -0.151, 7.423], [0.496, -0.039, 9.928], [0.533, -1.643, 9.260], [-0.450, 0.826, 0.760], [-1.425, 1.434, -0.278], [-2.723, 1.904, 0.430], [-1.127, 1.679, -1.465], [0.017, 1.589, 1.384], [0.334, 0.279, 0.237], [-0.985, 0.091, 1.360], [-3.673, 1.802, -0.095], [-2.581, 2.928, 0.774], [-2.853, 1.411, 1.393], [-9.175, 5.718, -5.457], [-8.381, 4.524, -5.024], [-7.364, 3.851, -5.966], [-8.328, 4.357, -3.790], [-9.915, 5.436, -6.207], [-8.557, 6.569, -5.742], [-9.698, 6.150, -4.604], [-6.473, 4.475, -5.900], [-7.916, 3.588, -6.868], [-7.074, 2.891, -5.539], [0.847, 6.857, 4.736], [-0.404, 7.612, 4.385], [-0.896, 8.551, 5.411], [-0.963, 7.563, 3.290], [1.333, 6.472, 3.839], [0.641, 6.039, 5.426], [1.631, 7.458, 5.195], [-0.134, 9.329, 5.355], [-0.907, 8.142, 6.421], [-1.887, 8.989, 5.296], [-9.790, -1.895, 2.949], [-8.872, -0.774, 2.644], [-9.502, 0.591, 2.453], [-7.697, -0.994, 2.671], [-10.210, -2.153, 1.977], [-10.495, -1.617, 3.733], [-9.239, -2.749, 3.342], [-8.772, 1.246, 1.978], [-9.734, 0.943, 3.458], [-10.341, 0.585, 1.757]], "atomic_forces_ev_per_a": [[1.00, -0.50, -0.24], [-2.68, 0.85, 1.18], [0.42, 0.15, -0.54], [0.24, 2.41, 1.01], [-1.27, -2.17, -1.01], [0.07, -1.12, -0.01], [-0.83, -0.29, 0.56], [-0.04, -0.07, -0.54], [1.14, 1.33, 0.15], [0.63, -0.31, 0.14], [-0.36, 0.18, -0.02], [0.21, -0.05, -0.77], [1.23, -0.18, -0.01], [0.22, -0.23, 0.11], [-0.24, 0.86, 0.79], [1.72, 1.57, 0.30], [0.61, -0.63, -0.10], [-0.94, 1.58, -2.81], [0.58, -0.50, 1.05], [0.15, 0.24, 0.82], [1.19, -0.51, -0.32], [-0.15, 2.73, 1.12], [-1.15, -3.14, -0.92], [-0.24, -0.68, 0.27], [0.15, 0.27, -0.14], [-0.68, -0.22, -0.32], [-1.04, -0.93, 0.45], [0.01, -0.65, -0.17], [-0.85, -1.80, 0.05], [0.84, 1.38, 0.18], [0.49, 0.94, -0.06], [0.67, 3.01, -0.30], [-0.63, -4.03, 1.63], [-0.40, 0.40, -0.21], [-0.36, 0.14, 0.79], [0.42, -1.22, -0.61], [0.30, 0.44, -0.48], [0.04, 0.37, -0.41], [0.35, -0.51, 0.41], [-0.01, -0.37, -0.07], [-0.52, 0.67, -0.29], [-0.33, 0.60, -0.61], [1.58, 0.04, -0.28], [1.16, 0.27, 0.89], [-1.32, -0.74, 2.01], [-0.61, -0.44, -1.60], [0.12, 0.36, 0.92], [0.29, 0.17, -0.57], [0.25, 0.71, 0.72], [-0.26, 0.10, -0.30], [0.41, -0.19, -0.14], [-0.61, 0.01, -0.02], [-0.09, 0.24, -0.07], [0.07, -0.36, 0.20], [-1.31, 0.38, -0.01], [0.34, -0.56, -1.75], [0.37, 0.53, -0.33], [0.75, -0.12, -1.26], [0.68, -1.68, 4.24], [3.23, -1.64, -0.75], [-5.17, 2.66, -1.44], [-0.77, -0.71, -1.36], [-1.06, 0.84, -0.83], [-0.25, 0.67, 0.26], [2.20, -0.93, 1.95], [0.03, 0.29, -0.64], [0.17, -0.43, 0.43], [-0.07, 0.51, 0.03], [0.08, 0.22, -0.24], [-0.21, -0.22, -0.05], [-0.10, -0.63, -1.43], [0.47, 1.37, -1.14], [0.24, -0.29, 0.16], [-1.00, -1.02, 3.32], [-0.27, 0.08, 0.02], [0.14, 0.19, -0.05], [-0.01, 0.24, 0.23], [0.34, 0.18, -0.41], [0.05, 0.35, -0.56], [0.12, -0.49, -0.15], [-0.84, 0.20, -0.08], [1.71, 0.91, 3.49], [-1.73, -0.80, 1.43], [-0.11, -0.67, -2.45], [0.15, 0.37, -0.36], [0.32, -0.38, -0.76], [-0.17, -0.56, 0.16], [-0.16, 0.17, -1.03], [0.88, 0.70, -0.68], [-0.05, 0.05, 0.28], [0.75, -0.34, -0.55], [-1.27, 0.02, -1.79], [-0.23, 0.55, 1.14], [1.08, -0.43, 1.25], [-0.38, -0.27, -0.08], [-0.14, -0.04, -0.03], [-0.35, 0.38, 0.30], [-0.09, 0.42, 0.44], [0.48, -0.13, 0.05], [0.16, -0.15, -0.72], [-0.18, -0.57, 0.23], [-0.54, -0.04, 0.79], [0.99, -0.02, -0.77], [1.46, 0.62, -0.43], [-0.74, -0.23, 0.27], [-0.54, 0.07, -0.50], [0.16, 0.08, -0.27], [0.15, 0.10, 0.34], [-0.37, 0.21, -0.18], [-0.37, -0.21, 0.51]], "mulliken_charge": [-1.1879, -0.1836, -0.2239, 0.3770, -0.5328, 0.8525, -0.2350, -0.2380, -0.2385, 0.3353, 0.3036, 0.3959, 0.2673, 0.3081, -1.1980, -0.1414, -0.2476, 0.4542, -0.5632, 0.8744, -0.2381, -0.2716, -0.2471, 0.3296, 0.3229, 0.3763, 0.2650, 0.2842, -1.2509, -0.0827, -0.2300, 0.3522, -0.5347, 0.8845, -0.2419, -0.2465, -0.2320, 0.3685, 0.3368, 0.3122, 0.2905, 0.2738, -0.9603, -0.3730, -0.3134, 0.4119, -0.5034, 0.8113, -0.2395, -0.2439, -0.2303, 0.3112, 0.3477, 0.2844, 0.3443, 0.3529, -1.1741, -0.1974, -0.1862, 0.2874, -0.5284, 0.8682, -0.2229, -0.2237, -0.2457, 0.3009, 0.3109, 0.3649, 0.3069, 0.3393, -1.0179, 0.7337, -0.9611, -0.5652, 0.2712, 0.3096, 0.3420, 0.3224, 0.2613, 0.3046, -0.9995, 0.7145, -0.9411, -0.5609, 0.3020, 0.2878, 0.3084, 0.2736, 0.3333, 0.2823, -1.0779, 0.7909, -0.9834, -0.5623, 0.3145, 0.2911, 0.3294, 0.2671, 0.3234, 0.3073, -0.9490, 0.6989, -0.9915, -0.5428, 0.2715, 0.3160, 0.2950, 0.2973, 0.2708, 0.3335], "charge": 0, "mol_weight_g_mol": 942.70, "gap_ev": 9.817, "homo_energy_ha": -0.3508}

---

Entry 2:
{"formula": "C32H49FN4O6", "method": "the ωB97M-V functional and the def2-TZVPD basis", "symbols": ["F", "C", "C", "C", "C", "C", "C", "H", "H", "H", "H", "H", "C", "C", "C", "N", "C", "C", "H", "H", "H", "H", "H", "C", "C", "C", "N", "C", "C", "H", "H", "H", "H", "H", "C", "C", "C", "N", "C", "C", "H", "H", "H", "H", "H", "C", "C", "C", "N", "C", "C", "H", "H", "H", "H", "H", "C", "O", "H", "H", "H", "H", "C", "O", "H", "H", "H", "H", "C", "O", "H", "H", "H", "H", "C", "O", "H", "H", "H", "H", "C", "O", "H", "H", "H", "H", "C", "O", "H", "H", "H", "H"], "coordinates": [[1.467, 3.089, 2.530], [2.084, 3.510, 1.428], [2.535, 4.809, 1.456], [3.211, 5.326, 0.388], [3.476, 4.491, -0.738], [3.018, 3.153, -0.757], [2.289, 2.686, 0.349], [2.305, 5.383, 2.341], [3.547, 6.352, 0.427], [4.033, 4.863, -1.586], [3.182, 2.410, -1.524], [1.900, 1.687, 0.481], [-2.217, -0.495, 1.842], [-2.479, -0.463, 0.426], [-1.386, -0.293, -0.448], [-0.114, -0.227, -0.030], [0.100, -0.255, 1.283], [-0.882, -0.387, 2.241], [-2.935, -0.580, 2.644], [-3.466, -0.588, 0.007], [-1.526, -0.249, -1.518], [1.090, -0.170, 1.706], [-0.595, -0.210, 3.267], [-0.681, 4.507, -3.479], [-0.155, 3.865, -2.298], [-0.206, 2.499, -2.167], [-0.497, 1.674, -3.206], [-0.909, 2.292, -4.381], [-1.036, 3.680, -4.537], [-0.723, 5.580, -3.592], [0.157, 4.523, -1.501], [0.118, 2.040, -1.244], [-1.246, 1.784, -5.273], [-1.554, 4.130, -5.371], [-2.907, -1.256, -5.925], [-3.956, -0.646, -5.258], [-4.064, -0.837, -3.859], [-3.253, -1.643, -3.115], [-2.152, -2.119, -3.815], [-1.958, -1.998, -5.166], [-2.736, -1.139, -6.985], [-4.641, 0.021, -5.761], [-4.886, -0.356, -3.348], [-1.537, -2.821, -3.272], [-1.085, -2.440, -5.624], [4.208, -3.747, 0.471], [3.316, -3.092, -0.324], [3.113, -1.713, -0.048], [3.640, -1.112, 1.043], [4.583, -1.757, 1.776], [4.796, -3.087, 1.544], [4.408, -4.799, 0.330], [2.829, -3.520, -1.187], [2.592, -1.077, -0.748], [4.978, -1.160, 2.584], [5.262, -3.747, 2.261], [-2.072, 3.084, 0.404], [-2.129, 4.209, 1.219], [-2.377, 3.352, -0.608], [-1.049, 2.714, 0.337], [-2.643, 2.265, 0.842], [-3.019, 4.136, 1.572], [-3.166, 0.064, 5.653], [-3.782, 1.261, 5.988], [-2.144, 0.343, 5.398], [-3.217, -0.758, 6.368], [-3.512, -0.293, 4.683], [-3.157, 1.983, 5.888], [-2.669, -3.979, -0.254], [-3.781, -4.576, 0.283], [-2.390, -3.121, 0.359], [-1.825, -4.666, -0.307], [-2.824, -3.635, -1.276], [-4.524, -4.035, 0.007], [2.456, -1.050, 5.227], [1.108, -1.474, 5.206], [2.678, -0.704, 6.237], [3.054, -1.839, 4.771], [2.589, -0.299, 4.448], [0.679, -0.952, 5.888], [1.058, -3.849, 2.468], [0.549, -3.654, 3.732], [0.311, -4.043, 1.699], [1.737, -3.017, 2.282], [1.751, -4.690, 2.453], [0.922, -2.841, 4.083], [1.613, -1.410, -3.352], [1.653, -0.016, -3.144], [0.982, -1.837, -2.571], [1.305, -1.526, -4.391], [2.629, -1.802, -3.312], [0.750, 0.286, -3.022]], "atomic_forces_ev_per_a": [[-0.55, -0.71, 0.47], [0.56, 0.66, -0.60], [-0.41, 0.24, 0.62], [0.51, -0.85, -1.56], [-0.45, -0.54, 0.53], [-0.36, 0.75, 1.26], [0.03, -0.10, 0.39], [0.10, 0.20, 0.03], [0.10, 0.03, -0.19], [0.04, 0.12, 0.01], [0.23, 0.40, -0.45], [0.16, -0.30, -0.55], [0.78, 0.09, -1.57], [1.02, -0.05, 1.39], [-0.36, -0.47, 1.07], [0.04, 0.20, 0.11], [-0.07, -0.15, 0.24], [-1.05, 0.71, -0.38], [-0.53, -0.06, -0.44], [-0.10, 0.08, 0.08], [-0.17, 0.03, -0.10], [0.58, 0.05, -0.67], [-0.11, -0.52, 0.20], [1.28, -1.74, 1.10], [-1.34, 2.05, -1.49], [0.59, -0.42, -1.54], [-1.16, 1.63, -1.60], [0.19, 0.58, 1.59], [-0.28, -0.05, 1.36], [-0.03, 0.07, 0.27], [0.10, -0.25, 0.32], [-0.02, -0.29, -0.09], [0.31, -1.18, 0.36], [0.28, -0.30, -0.44], [0.96, -0.34, 0.88], [0.68, -0.21, 0.82], [0.82, -1.11, -0.07], [0.72, 1.14, -2.32], [-2.03, -0.57, 1.08], [-0.98, 1.09, -0.72], [-0.21, 0.04, -0.11], [-0.13, -0.11, -0.04], [-0.07, -0.05, 0.26], [0.30, 0.25, 0.35], [-0.04, -0.05, -0.08], [-0.29, -0.41, 0.44], [-0.02, 1.98, -0.53], [0.91, -0.72, 1.10], [0.75, 0.29, -1.31], [-2.39, 0.33, -0.67], [0.40, -1.21, 0.50], [0.00, -0.11, 0.02], [0.06, -0.19, 0.00], [-0.60, 0.06, 0.22], [0.26, -0.29, 0.20], [0.81, 0.35, 0.06], [0.66, -0.83, -0.57], [-0.41, 0.52, 0.81], [-0.30, -0.39, -0.15], [0.10, 0.16, 0.15], [-0.22, -0.08, -0.35], [0.04, 0.70, 0.37], [1.40, 0.01, -1.63], [-1.14, 0.74, 0.80], [0.58, -0.73, 0.41], [-0.12, 0.40, 0.31], [-0.59, -0.28, 0.06], [-0.12, -0.14, 0.06], [1.58, 0.93, -0.59], [-1.47, -0.91, 0.34], [0.38, 0.13, -0.09], [-0.09, -0.22, 0.31], [-0.13, 0.16, -0.14], [-0.23, -0.18, 0.18], [-0.03, 0.16, -1.27], [-0.37, 0.22, 0.41], [0.81, -0.18, -0.31], [0.29, -0.46, 0.99], [0.02, 0.84, 0.41], [-0.49, -0.24, -0.16], [1.59, -0.13, -0.43], [-0.95, -0.34, 0.97], [-0.15, 0.45, -0.01], [-0.28, 0.31, -1.02], [-0.04, -0.55, 0.02], [-0.43, 0.01, 0.33], [0.32, 0.91, -0.34], [1.04, 0.13, 0.38], [-0.13, -0.65, -0.34], [-0.58, -0.86, 0.05], [0.03, -0.04, 0.32], [-0.42, 0.33, -0.08]], "mulliken_charge": [-0.3121, 0.0541, -0.3651, -0.5261, -0.5986, -0.5092, 0.3095, 0.4337, 0.4106, 0.4038, 0.4489, 0.2643, -0.0422, -1.2526, 0.0076, 0.6979, -0.5907, -0.5732, -0.0131, 0.4146, 0.3856, 0.5283, 0.2471, -0.5559, -0.4164, 0.0729, -0.1006, -0.3929, -0.5583, 0.4322, 0.4449, 0.2056, 0.3186, 0.3665, -0.3586, -0.5056, -0.1637, -0.2419, 0.0274, -0.7075, 0.3954, 0.3948, 0.3824, 0.3919, 0.3986, -0.4371, -0.5326, -0.0085, -0.2334, -0.5294, -0.2701, 0.3763, 0.4195, 0.4096, 0.4596, 0.3453, -0.0465, -0.5472, 0.1853, -0.2676, 0.4255, 0.3572, -0.1712, -0.5374, 0.0191, 0.2844, 0.1690, 0.3179, -0.0344, -0.5578, -0.0765, 0.3021, 0.0762, 0.3239, -0.5814, -0.5798, 0.3991, 0.2194, 0.2004, 0.3021, -0.0390, -0.5532, 0.1635, -0.2343, 0.3333, 0.4254, -0.5176, -0.4713, 0.1292, 0.2614, 0.2634, 0.4060], "charge": 0, "mol_weight_g_mol": 604.76, "gap_ev": 9.322, "homo_energy_ha": -0.3292}